(1)
{"formula": "C3H4N4", "method": "ωB97M-V with the def2-TZVPD basis set", "smiles": "C1Cn2nnnc21", "homo_energy_ev": -9.925, "e_lumo_ev": 0.4443, "symbols": ["C", "C", "N", "N", "N", "N", "C", "H", "H", "H", "H"], "coordinates": [[1.11491, 0.30173, 0.39195], [0.64924, -0.48535, -1.01955], [-0.67523, 0.01649, -0.45526], [-2.07979, -0.07008, -0.35160], [-2.24341, 0.51514, 0.89513], [-1.16251, 0.53793, 1.60802], [-0.19579, 0.32918, 0.74678], [1.62327, -0.39186, 0.85834], [1.86461, 1.18397, 0.15592], [0.51087, -1.59984, -0.65489], [0.59384, -0.33730, -2.17483]]}

(2)
{"formula": "C3H2O2Pt", "method": "ωB97M-V with the def2-TZVPD basis set", "total_charge": 1, "s_squared": 3.76, "homo_energy_ev": [-11.568, -15.126], "e_lumo_ev": [-4.3863, -8.6672], "spin_multiplicity": 4, "symbols": ["O", "C", "C", "O", "C", "Pt", "H", "H"], "coordinates": [[1.01103, -0.63130, -0.05803], [-0.28404, -1.03473, 0.10759], [-1.09046, 0.02741, 0.05369], [-0.33703, 1.16029, -0.12619], [0.98717, 0.77732, -0.26285], [2.37862, 1.68009, 0.19526], [-0.49611, -2.09886, 0.09718], [-2.16919, 0.11978, -0.00666]]}

(3)
{"formula": "C6H15BrNO", "method": "ωB97M-V with the def2-TZVPD basis set", "total_charge": 1, "smiles": "CCC(CC)[C@@]([NH3+])(O)Br", "homo_energy_ev": -14.540, "e_lumo_ev": -3.5832, "symbols": ["C", "C", "C", "C", "C", "C", "N", "O", "Br", "H", "H", "H", "H", "H", "H", "H", "H", "H", "H", "H", "H", "H", "H", "H"], "coordinates": [[2.19236, -0.80476, -1.14672], [0.67652, -1.11586, -0.74331], [-0.24936, 0.05483, -0.85509], [-0.10225, 1.46734, -0.16880], [-0.35282, 1.42951, 1.35347], [-1.67846, -0.42881, -0.63590], [-1.71609, -1.39149, 0.59715], [-2.85964, 0.31630, -0.24278], [-2.07774, -1.58636, -2.26822], [2.25193, -0.11566, -1.93164], [2.56875, -1.72710, -1.59457], [2.83757, -0.49891, -0.36253], [0.68719, -1.60328, 0.21410], [0.55720, -1.83328, -1.49448], [-0.23680, 0.38498, -1.95301], [0.89125, 1.90575, -0.37961], [-0.88831, 2.00927, -0.54208], [0.21139, 0.70138, 1.79443], [-0.01718, 2.38909, 1.72745], [-1.38657, 1.19169, 1.64658], [-2.64219, -1.25667, 0.91499], [-1.70493, -2.47251, 0.32379], [-1.00324, -0.96331, 1.16338], [-2.88972, 0.96982, -0.92974]]}

(4)
{"formula": "C21H24CeN2OP2", "method": "ωB97M-V with the def2-TZVPD basis set", "total_charge": 2, "homo_energy_ev": [-14.407, -14.408], "e_lumo_ev": [-8.3641, -8.3682], "symbols": ["C", "C", "C", "C", "C", "C", "C", "C", "C", "C", "C", "C", "C", "H", "H", "H", "H", "H", "H", "H", "N", "Ce", "C", "H", "H", "C", "H", "H", "P", "P", "C", "H", "H", "H", "C", "H", "H", "H", "C", "H", "H", "H", "C", "H", "H", "H", "C", "O", "H", "N", "C"], "coordinates": [[-3.17373, -2.53281, 0.74381], [-1.91249, -2.07101, 0.38475], [-1.83861, -0.93295, -0.49076], [-3.00008, -0.26272, -0.93504], [-4.23188, -0.83392, -0.62261], [-4.31938, -1.93975, 0.22774], [-2.93011, 1.06373, -1.69739], [-1.58157, 1.13670, -2.39966], [-0.45221, 0.42706, -1.93796], [0.86650, 0.67009, -2.45826], [0.99728, 1.60400, -3.48467], [-0.13016, 2.21925, -4.02314], [-1.39953, 1.95764, -3.50981], [-3.24156, -3.35281, 1.46155], [-5.11588, -0.38234, -1.04914], [-5.29050, -2.29500, 0.55300], [-3.75447, 1.09902, -2.45704], [2.00372, 1.86227, -3.83710], [0.00530, 2.97635, -4.79746], [-2.27617, 2.42236, -3.94182], [-0.58354, -0.31629, -0.74108], [-0.01039, 0.97648, 1.00073], [-0.65270, -2.63291, 1.05779], [0.12544, -2.87930, 0.31276], [-0.88689, -3.53541, 1.64629], [2.09642, 0.11480, -1.74501], [1.99212, -0.96390, -1.54609], [3.01171, 0.28702, -2.33348], [0.12009, -1.46307, 2.27756], [2.43391, 0.96252, -0.12502], [3.35158, 2.40685, -0.63958], [3.59770, 3.00679, 0.24176], [4.26601, 2.06530, -1.13128], [2.76458, 3.01726, -1.32554], [3.69387, -0.10113, 0.63867], [4.56727, -0.09599, -0.02808], [3.95343, 0.31441, 1.62308], [3.31858, -1.12644, 0.77432], [-1.09459, -1.48872, 3.63328], [-1.16523, -2.51191, 4.02010], [-0.75264, -0.80872, 4.42352], [-2.08115, -1.15176, 3.29608], [1.52200, -2.35075, 2.95145], [1.96685, -1.73867, 3.74144], [1.17866, -3.30499, 3.35901], [2.27817, -2.51498, 2.17849], [0.63096, 3.38318, 0.58139], [0.93794, 4.49306, 0.42506], [-3.22068, 1.95346, -1.11586], [1.97111, 1.81104, 3.88624], [1.44495, 1.35758, 2.93305]]}

(5)
{"formula": "C5H10N2O", "method": "ωB97M-V with the def2-TZVPD basis set", "smiles": "CC(=O)N/C(C)=C/N", "homo_energy_ev": -7.636, "e_lumo_ev": 0.7907, "symbols": ["C", "C", "O", "N", "C", "C", "C", "N", "H", "H", "H", "H", "H", "H", "H", "H", "H", "H"], "coordinates": [[-0.62610, -0.88543, -2.42355], [-1.06298, 0.03643, -1.19041], [-2.22484, 0.01825, -0.81098], [-0.00951, 0.88988, -0.86518], [0.18008, 0.57250, 0.48685], [-0.74825, 1.13230, 1.52784], [1.27770, -0.19351, 0.76394], [1.72349, -0.55796, 2.00245], [-1.55720, -1.17256, -2.91658], [-0.04018, -0.35502, -3.17870], [-0.09080, -1.76766, -2.06043], [0.81360, 0.82523, -1.45379], [-1.54866, 1.72995, 1.08226], [-1.21866, 0.33578, 2.11090], [-0.19618, 1.78271, 2.21653], [2.02750, -0.39610, 0.00132], [0.99229, -0.60532, 2.70708], [2.30871, -1.38948, 2.00043]]}

(6)
{"formula": "C7H15F2NO5S", "method": "ωB97M-V with the def2-TZVPD basis set", "smiles": "O=S(=O)(F)N(F)CCCO.CCOC(C)=O", "homo_energy_ev": -10.199, "e_lumo_ev": 0.5345, "symbols": ["O", "S", "O", "F", "N", "F", "C", "C", "C", "O", "H", "H", "H", "H", "H", "H", "H", "C", "C", "O", "C", "C", "O", "H", "H", "H", "H", "H", "H", "H", "H"], "coordinates": [[1.80306, -0.39184, 1.05921], [2.02636, -0.12202, 2.42856], [2.98910, 0.82004, 2.85777], [2.32248, -1.45607, 3.14268], [0.51441, 0.15823, 3.07174], [0.65537, 0.22621, 4.46077], [-0.03376, 1.44067, 2.61164], [-1.52370, 1.61106, 2.89303], [-2.46260, 0.53420, 2.38519], [-2.15735, -0.71519, 2.98694], [0.50638, 2.23247, 3.14200], [0.18528, 1.55209, 1.55054], [-1.80128, 2.52618, 2.35905], [-1.69400, 1.81857, 3.94976], [-3.48080, 0.82947, 2.66214], [-2.41945, 0.46757, 1.29166], [-2.83192, -1.35313, 2.73654], [1.06264, -1.40262, -1.73867], [-0.12841, -1.60464, -2.65158], [-0.72416, -0.36073, -3.04037], [-0.27828, 0.37447, -4.07885], [1.03098, 0.01361, -4.74285], [-0.91320, 1.33479, -4.41432], [1.86624, -0.86442, -2.24252], [1.45174, -2.36413, -1.40321], [0.76889, -0.82188, -0.87200], [0.11165, -2.20599, -3.52991], [-0.92103, -2.12937, -2.12024], [1.81942, 0.61683, -4.29412], [0.95315, 0.27087, -5.79581], [1.30281, -1.03527, -4.66476]]}

Calculated strongest force on any atom (eV/A), listed in the same order as above: 8.51; 5.71; 3.87; 7.01; 4.70; 0.66